Molecular formula: C4H8O3
Method: DFT, ωB97M-V with the def2-TZVPD basis set

```
15
Properties=species:S:1:pos:R:3:forces:R:3:lowdin_charge:R:1
C 0.9139 -0.2046 -1.8120 -0.040 -0.425 -1.008 -0.045
C 0.3070 0.3718 -0.5688 0.007 0.642 0.389 -0.437
O -0.8709 1.0682 -0.9566 -0.299 0.291 -0.011 -0.038
C -0.0313 -0.7174 0.4451 -0.236 -0.532 -0.300 -0.059
C -0.3867 -0.2388 1.8296 -0.037 -0.191 -0.976 -0.524
O 0.3240 -0.3912 2.7769 0.184 0.094 0.679 0.120
O -1.5702 0.4118 1.8916 0.128 0.185 0.032 0.106
H 0.1256 -0.3749 -2.5421 -0.156 0.032 -0.066 0.089
H 1.4084 -1.1591 -1.6965 0.120 -0.266 0.449 0.078
H 1.6450 0.4407 -2.2807 0.032 0.390 -0.013 0.079
H 0.9921 1.1237 -0.1806 0.264 -0.136 0.497 0.146
H -1.1777 1.6204 -0.2210 0.095 -0.318 -0.213 0.090
H -0.8343 -1.2842 -0.0392 -0.234 0.130 0.367 0.142
H 0.7809 -1.4260 0.5603 0.325 0.141 0.095 0.125
H -1.6255 0.7596 2.7941 -0.153 -0.035 0.080 0.129
```
Positions in Å, forces in eV/Å.

Summary:
Structure (SMILES) = C[C@@H](O)CC(=O)O
Highest occupied orbital energy = -0.3865 hartree
Relative energy (zero: lowest compared OMol25 entry of this formula, charge and spin) = 49.7 kJ/mol
Max |F| = 0.021 Eh/bohr

---

Molecular formula: C3H5FN2S
Method: DFT, ωB97M-V with the def2-TZVPD basis set

```
12
Properties=species:S:1:pos:R:3:forces:R:3:lowdin_charge:R:1
N -0.6818 -1.1469 -0.4233 0.006 1.044 -2.093 0.097
C -0.0701 -0.5901 0.6274 0.439 -0.169 0.164 -0.951
S 0.2918 -1.4417 2.0044 -0.099 0.097 0.207 0.565
N 0.2887 0.7456 0.5240 -0.356 -0.688 -0.112 0.004
C -0.1102 1.7260 -0.3924 0.046 0.156 2.244 -0.117
C -0.1536 1.7007 -1.6921 -0.146 0.657 -1.150 -0.134
F 0.2017 0.5940 -2.3959 -0.040 0.408 -0.258 -0.007
H -0.5500 -0.7053 -1.3563 -0.356 -0.586 1.214 0.095
H -0.8946 -2.1267 -0.4527 0.191 -0.079 0.516 0.096
H 0.5045 1.1223 1.4279 0.228 -0.120 0.214 0.102
H -0.3505 2.6309 0.1750 -0.041 0.025 -0.872 0.130
H -0.4381 2.5902 -2.2643 0.128 -0.745 -0.074 0.121
```
Positions in Å, forces in eV/Å.

Summary:
Structure (SMILES) = NC(=S)N/C=C\F
Highest occupied orbital energy = -0.3055 hartree
Relative energy (zero: lowest compared OMol25 entry of this formula, charge and spin) = 15.3 kJ/mol
Max |F| = 0.045 Eh/bohr

---

Molecular formula: C15H25AgF2O7
Method: DFT, ωB97M-V with the def2-TZVPD basis set

```
50
Properties=species:S:1:pos:R:3:forces:R:3:lowdin_charge:R:1
Ag -0.8716 0.8466 -0.3553 -1.435 2.579 -0.603 0.998
F -0.1773 2.3370 -1.9980 0.188 -0.642 -0.133 -0.746
F -1.1029 2.8880 0.6832 0.018 -0.938 0.296 -0.675
C -4.9616 -0.7053 -1.8107 -0.799 0.154 0.512 -0.087
C -3.4710 -0.3550 -1.8578 0.473 -1.649 0.664 -0.630
C -3.0842 0.2753 -3.1656 1.260 0.624 -0.689 -0.079
O -3.0233 0.2108 -0.6845 0.268 0.796 0.131 -0.218
H -5.6466 0.1421 -1.6908 0.293 0.241 -0.329 0.072
H -5.2436 -1.3590 -0.9775 0.501 -0.019 0.078 0.064
H -5.2142 -1.2591 -2.7170 -0.083 0.141 -0.128 0.059
H -3.0300 -1.3763 -1.9065 0.151 -0.189 -0.216 0.108
H -3.1859 1.3620 -3.2254 -0.501 -0.084 0.108 0.086
H -3.5504 -0.2462 -4.0045 -0.393 0.187 -0.010 0.062
H -2.0092 0.1420 -3.3515 -0.035 0.047 0.328 0.054
O 1.4731 1.0630 0.4714 0.359 -0.523 0.102 0.069
C 2.3155 1.8851 0.6318 -0.732 1.509 0.154 -0.472
O 3.4223 1.9428 -0.1212 0.546 -0.733 -0.621 0.020
C 4.4132 2.8573 0.3499 -1.110 -0.784 0.839 -0.148
C 3.6970 3.7035 1.4178 -0.681 1.164 -0.270 -0.151
C 2.3176 3.0593 1.6307 0.592 -1.591 -0.020 -0.048
H 4.7362 3.3807 -0.5446 0.453 0.193 0.302 0.122
H 5.1651 2.2419 0.8520 0.453 0.250 -0.505 0.115
H 3.5790 4.7161 1.0257 -0.014 0.029 0.180 0.107
H 4.2349 3.7740 2.3609 0.234 -0.042 -0.125 0.099
H 1.3954 3.6270 1.5317 0.042 0.172 -0.346 0.120
H 2.2686 2.5486 2.5977 -0.048 0.246 0.135 0.108
O 0.1252 -0.9296 -1.1516 0.358 -0.075 0.542 0.061
C 0.4972 -1.4853 -2.1323 -0.494 -1.219 -0.421 -0.468
O 0.4449 -0.9817 -3.3552 -0.231 0.825 -0.513 0.059
C 0.7189 -1.9238 -4.3752 -0.458 -1.038 -0.153 -0.139
C 0.9408 -3.2915 -3.6705 2.226 0.448 -0.132 -0.145
C 0.8218 -2.9670 -2.1872 -0.330 -0.170 -0.281 -0.064
H 1.5774 -1.5526 -4.9297 0.103 -0.182 -0.015 0.122
H -0.1140 -2.0464 -5.0695 -0.211 0.657 0.154 0.121
H 2.0066 -3.5037 -3.8197 -0.076 -0.189 -0.099 0.100
H 0.4711 -4.1859 -4.0681 -0.767 0.357 0.061 0.106
H 1.7670 -3.2108 -1.7110 -0.265 0.114 0.548 0.121
H -0.0365 -3.4107 -1.6821 0.277 -0.336 0.092 0.130
O -0.6067 -0.1267 1.8975 -0.220 -0.207 0.609 0.094
C -0.6144 -0.3001 3.0763 0.693 0.333 -1.111 -0.471
O -1.6799 -0.7867 3.7259 -0.538 -0.288 0.642 0.049
C -1.3347 -1.0770 5.0780 0.000 -0.080 0.261 -0.161
C 0.2043 -1.1267 5.1291 0.371 -0.651 0.671 -0.156
C 0.5744 -0.1709 4.0034 0.288 1.083 0.407 -0.075
H -1.8815 -1.9634 5.4002 0.323 -0.279 -0.278 0.120
H -1.7034 -0.2926 5.7473 0.099 0.287 -0.260 0.121
H 0.6789 -2.1041 5.0018 -0.599 -0.211 -0.438 0.110
H 0.4963 -0.8892 6.1556 0.249 0.620 -0.236 0.105
H 1.4775 -0.2167 3.3934 0.033 -1.056 0.196 0.124
H 0.7227 0.8412 4.4018 -0.832 0.119 -0.081 0.128
```
Positions in Å, forces in eV/Å.

Summary:
2S+1 = 2
Highest occupied orbital energy (spin up / spin down) = -0.1357 / -0.1229 hartree
Net charge = -1
Relative energy (zero: lowest compared OMol25 entry of this formula, charge and spin) = 88.1 kJ/mol
Max |F| = 0.059 Eh/bohr